# 1
The ion C3H3ClNO with charge +1 in a non-equilibrium geometry. Source: the Open Molecules 2025 dataset; level of theory: ωB97M-V/def2-TZVPD.

The geometry in XYZ format:
```
9
Properties=species:S:1:pos:R:3
C 0.300 -0.275 -0.209
C -0.498 0.370 -0.962
C 0.978 0.462 0.951
N 0.605 1.819 0.524
O 1.352 2.702 0.409
Cl 2.696 0.199 1.277
H 0.523 -1.337 -0.281
H -1.199 0.757 -1.660
H 0.405 0.226 1.860
```

Summary:
HOMO (spin up / spin down) (eV): -15.36 / -15.36
Kohn-Sham gap (spin up / spin down) (eV): 7.724 / 7.722
Energy relative to the best compared isomer or geometry (same formula, charge and spin) (kcal per mole): 83.66
Total energy (eV): -19205.7648
Total charge: +1
Multiplicity: 1
Largest force on an atom (eV Å⁻¹): 2.36

---

# 2
A cluster of 2 separate species, C3H3ClNO in total in a non-equilibrium geometry. Source: the Open Molecules 2025 dataset; level of theory: ωB97M-V/def2-TZVPD.

The geometry in XYZ format:
```
9
Properties=species:S:1:pos:R:3
C -1.334 1.788 0.938
C -1.356 2.382 -0.110
C 1.245 -0.725 0.089
N 1.084 -1.828 -0.313
O 1.247 -3.011 -0.787
Cl 1.327 0.682 0.706
H -1.558 1.083 1.722
H -1.082 2.985 -0.877
H 0.427 -3.356 -1.367
```

Summary:
HOMO (eV): -14.31
Kohn-Sham gap (eV): 9.565
Energy relative to the best compared isomer or geometry (same formula, charge and spin) (kcal per mole): 95.93
Total energy (eV): -19205.2327
Total charge: +1
Multiplicity: 1
Largest force on an atom (eV Å⁻¹): 6.85

---

# 3
An isolated molecule of C3H3ClO in a non-equilibrium geometry. Source: the Open Molecules 2025 dataset; level of theory: ωB97M-V/def2-TZVPD.

The geometry in XYZ format:
```
8
Properties=species:S:1:pos:R:3
O -0.038 -2.112 0.074
C -0.144 -0.971 -0.029
C -0.700 0.264 0.468
C 0.498 0.329 -0.531
Cl 2.083 0.845 0.117
H -1.584 0.580 0.058
H -0.441 0.417 1.396
H 0.326 0.649 -1.553
```

Summary:
HOMO (eV): -9.33
Kohn-Sham gap (eV): 9.968
Structure (SMILES): O=C1C[C@H]1Cl
Energy relative to the best compared isomer or geometry (same formula, charge and spin) (kcal per mole): 31.68
Total energy (eV): -17727.0741
Total charge: 0
Multiplicity: 1
Largest force on an atom (eV Å⁻¹): 5.24

---

# 4
An isolated molecule of C3H3ClO2 in a non-equilibrium geometry. Source: the Open Molecules 2025 dataset; level of theory: ωB97M-V/def2-TZVPD.

The geometry in XYZ format:
```
9
Properties=species:S:1:pos:R:3
C 0.592 0.531 -0.687
C -0.626 0.523 0.238
O -1.270 1.501 0.554
C -0.655 -1.145 0.667
O -1.139 -1.980 0.029
Cl 0.427 -1.318 2.031
H 0.592 -0.301 -1.336
H 1.483 0.882 -0.145
H 0.595 1.306 -1.353
```

Summary:
HOMO (eV): -9.87
Kohn-Sham gap (eV): 10.306
Structure (SMILES): CC(=O)C(=O)Cl
Energy relative to the best compared isomer or geometry (same formula, charge and spin) (kcal per mole): 24.95
Total energy (eV): -19775.6073
Total charge: 0
Multiplicity: 1
Largest force on an atom (eV Å⁻¹): 4.17

---

# 5
An isolated molecule of C3H3ClO2 in a non-equilibrium geometry. Source: the Open Molecules 2025 dataset; level of theory: ωB97M-V/def2-TZVPD.

The geometry in XYZ format:
```
9
Properties=species:S:1:pos:R:3
C 1.341 -0.461 -0.041
C 0.218 0.412 -0.030
C -1.234 -0.027 0.125
O 2.397 -1.678 0.680
O 0.898 -0.153 -1.201
Cl 0.781 2.034 0.200
H -1.138 -1.040 0.070
H -1.698 0.421 -0.711
H -1.567 0.492 0.908
```

Summary:
HOMO (spin up / spin down) (eV): -7.63 / -10.92
Kohn-Sham gap (spin up / spin down) (eV): 7.812 / 9.468
Energy relative to the best compared isomer or geometry (same formula, charge and spin) (kcal per mole): 118.88
Total energy (eV): -19768.6121
Total charge: 0
Multiplicity: 3
Largest force on an atom (eV Å⁻¹): 5.50

---

# 6
An isolated molecule of C3H3ClOS in a non-equilibrium geometry. Source: the Open Molecules 2025 dataset; level of theory: ωB97M-V/def2-TZVPD.

The geometry in XYZ format:
```
9
Properties=species:S:1:pos:R:3
O -0.487 2.200 0.080
C 0.474 1.506 -0.158
C 0.589 0.053 0.180
S 2.035 -0.732 -0.147
C -0.553 -0.554 0.856
Cl -1.870 -0.729 -0.341
H 1.335 1.832 -0.767
H -0.379 -1.488 1.289
H -0.900 0.111 1.721
```

Summary:
HOMO (eV): -9.77
Kohn-Sham gap (eV): 7.781
Structure (SMILES): O=CC(=S)CCl
Energy relative to the best compared isomer or geometry (same formula, charge and spin) (kcal per mole): 17.76
Total energy (eV): -28563.4141
Total charge: 0
Multiplicity: 1
Largest force on an atom (eV Å⁻¹): 2.88

---

# 7
An isolated molecule of C3H3ClOS in a non-equilibrium geometry. Source: the Open Molecules 2025 dataset; level of theory: ωB97M-V/def2-TZVPD.

The geometry in XYZ format:
```
9
Properties=species:S:1:pos:R:3
O -2.086 1.481 -0.079
C -1.260 0.404 -0.034
S -1.803 -1.191 -0.037
C 0.126 0.728 0.019
C 1.091 -0.220 0.205
Cl 2.770 -0.028 -0.047
H -2.441 1.683 0.795
H 0.387 1.765 -0.253
H 0.758 -1.238 0.346
```

Summary:
HOMO (eV): -9.01
Kohn-Sham gap (eV): 7.894
Structure (SMILES): OC(=S)/C=C/Cl
Energy relative to the best compared isomer or geometry (same formula, charge and spin) (kcal per mole): 20.40
Total energy (eV): -28563.2997
Total charge: 0
Multiplicity: 1
Largest force on an atom (eV Å⁻¹): 2.97

---

# 8
A cluster of 2 separate species, C3H3ClOS in total in a non-equilibrium geometry. Source: the Open Molecules 2025 dataset; level of theory: ωB97M-V/def2-TZVPD.

The geometry in XYZ format:
```
9
Properties=species:S:1:pos:R:3
C -0.043 0.380 1.139
C 0.776 0.354 -0.153
C -0.503 -0.406 -0.068
O -0.120 0.692 -2.669
S -0.492 0.996 -1.303
Cl -1.189 -3.341 -0.019
H 0.313 -0.169 1.913
H -0.595 1.134 1.452
H 1.853 0.361 -0.293
```

Summary:
HOMO (spin up / spin down) (eV): -10.04 / -10.03
Kohn-Sham gap (spin up / spin down) (eV): 6.204 / 6.191
Energy relative to the best compared isomer or geometry (same formula, charge and spin) (kcal per mole): 161.30
Total energy (eV): -28557.1895
Total charge: 0
Multiplicity: 1
Largest force on an atom (eV Å⁻¹): 4.76

---

# 9
A structure of composition C3H3ClS2 in a non-equilibrium geometry. Source: the Open Molecules 2025 dataset; level of theory: ωB97M-V/def2-TZVPD.

The geometry in XYZ format:
```
9
Properties=species:S:1:pos:R:3
C 0.053 -1.146 0.734
C -0.008 0.474 0.661
C -0.053 1.240 -0.446
H -0.222 -0.639 -1.680
H -0.316 0.865 1.640
H -0.120 2.203 -0.298
S -0.311 -1.917 -0.773
S 0.646 -1.738 2.168
Cl 0.331 0.657 -2.006
```

Summary:
HOMO (eV): -8.61
Kohn-Sham gap (eV): 7.958
Energy relative to the best compared isomer or geometry (same formula, charge and spin) (kcal per mole): 60.01
Total energy (eV): -37349.1246
Total charge: 0
Multiplicity: 1
Largest force on an atom (eV Å⁻¹): 5.62

---

# 10
An isolated molecule of C3H3ClS2 in a non-equilibrium geometry. Source: the Open Molecules 2025 dataset; level of theory: ωB97M-V/def2-TZVPD.

The geometry in XYZ format:
```
9
Properties=species:S:1:pos:R:3
S 0.665 2.224 -0.699
C 1.000 0.980 0.229
C 0.104 -0.264 0.299
Cl 1.083 -1.695 -0.355
C -1.132 -0.369 -0.594
S -2.559 0.043 0.254
H 1.853 0.717 1.206
H -0.141 -0.463 1.268
H -0.874 -1.171 -1.607
```

Summary:
HOMO (eV): -9.18
Kohn-Sham gap (eV): 7.941
Structure (SMILES): S=CC(Cl)C=S
Energy relative to the best compared isomer or geometry (same formula, charge and spin) (kcal per mole): 68.59
Total energy (eV): -37348.7524
Total charge: 0
Multiplicity: 1
Largest force on an atom (eV Å⁻¹): 4.53

---

# 11
An isolated molecule of C3H3ClS2 in a non-equilibrium geometry. Source: the Open Molecules 2025 dataset; level of theory: ωB97M-V/def2-TZVPD.

The geometry in XYZ format:
```
9
Properties=species:S:1:pos:R:3
C 0.420 2.039 0.596
C 1.364 2.719 1.150
C -0.081 -0.463 -0.518
S 0.985 0.968 -0.725
S -1.815 -0.183 -0.127
Cl 2.496 3.768 1.428
H -0.643 1.836 0.822
H -0.055 -0.977 -1.542
H 0.216 -1.351 0.154
```

Summary:
HOMO (spin up / spin down) (eV): -7.41 / -8.44
Kohn-Sham gap (spin up / spin down) (eV): 8.033 / 6.189
Energy relative to the best compared isomer or geometry (same formula, charge and spin) (kcal per mole): 6.95
Total energy (eV): -37347.4283
Total charge: 0
Multiplicity: 3
Largest force on an atom (eV Å⁻¹): 2.53

---

# 12
A structure of composition C3H3CuMgO3 in a non-equilibrium geometry. Source: the Open Molecules 2025 dataset; level of theory: ωB97M-V/def2-TZVPD.

The geometry in XYZ format:
```
11
Properties=species:S:1:pos:R:3
C 0.318 0.511 -0.410
C -0.530 0.513 -1.622
O -0.700 -0.574 -0.728
C 0.770 -0.536 2.137
O 0.734 -1.709 2.213
O 0.512 0.541 2.560
Cu -0.131 2.457 1.313
H 1.314 0.113 -0.650
H -0.151 0.185 -2.595
H -1.487 1.036 -1.712
Mg -0.648 -2.537 -0.506
```

Summary:
HOMO (spin up / spin down) (eV): -11.12 / -12.42
Kohn-Sham gap (spin up / spin down) (eV): 6.423 / 7.626
Energy relative to the best compared isomer or geometry (same formula, charge and spin) (kcal per mole): 27.77
Total energy (eV): -59375.5312
Total charge: +1
Multiplicity: 2
Largest force on an atom (eV Å⁻¹): 4.67

---

> Which value of largest force on an atom does entry 2 give?

6.85 eV Å⁻¹

---

> Number 5 is which compound?

C3H3ClO2